(1)
The following is a quantum chemistry calculation of a structure of composition C11H22N6O8STc, from OMol25.

```
49
Properties=species:S:1:pos:R:3:forces:R:3
Tc -0.236186 -0.239709 0.753875 -0.018 -0.633 0.323
O -2.331687 -0.381689 0.232253 0.046 0.046 -0.103
C -3.205286 -1.551700 0.081947 0.022 0.052 0.126
C -2.596733 -2.439332 -0.966354 -0.120 0.076 -0.165
N -1.247982 -2.815425 -0.601571 0.160 0.174 0.136
C -1.099825 -3.685346 0.525566 -0.100 -0.159 -0.006
C -0.968305 -2.971722 1.876457 0.040 -0.204 0.053
O -1.313397 -3.433957 2.911231 -0.043 0.073 -0.052
O -0.329177 -1.757624 1.820360 0.022 0.437 -0.112
C -0.301453 -2.828385 -1.686159 -0.025 -0.067 -0.140
C 0.134777 -1.394736 -1.971936 0.049 -0.122 -0.065
O 0.125599 -0.862331 -3.043090 -0.043 0.061 0.052
O 0.598182 -0.794874 -0.859459 0.047 0.166 -0.075
H -2.772826 0.240843 0.827899 -0.038 0.019 -0.047
H -4.185589 -1.189229 -0.221172 0.005 0.000 -0.029
H -3.289287 -2.036810 1.056027 -0.013 -0.028 -0.015
H -2.556529 -1.883796 -1.905820 -0.012 -0.033 -0.008
H -3.254724 -3.301824 -1.129733 0.023 -0.025 0.057
H -0.219652 -4.322982 0.420109 0.037 0.069 0.006
H -1.951905 -4.362371 0.637608 -0.001 -0.002 0.013
H -0.711821 -3.247089 -2.608151 0.002 0.000 0.003
H 0.580918 -3.409566 -1.416260 0.004 0.031 0.022
N 2.994830 -1.221560 0.724064 -0.008 -0.051 -0.010
N 3.471732 -0.467482 1.789787 -0.016 0.018 0.000
C 2.657911 0.282967 2.528770 -0.001 -0.020 -0.040
N 3.154795 0.885270 3.593652 0.009 -0.009 0.002
N 1.356870 0.392658 2.111354 0.030 0.059 -0.026
N 0.462560 1.002125 2.922959 -0.154 0.056 -0.001
O 0.672645 1.573265 3.943597 0.022 0.009 0.003
O -0.714851 0.893644 2.435325 0.116 0.012 0.035
H 3.171349 -2.204413 0.897173 0.010 0.004 0.006
H 3.448450 -0.934471 -0.134956 -0.014 0.007 -0.004
H 4.444627 -0.527788 2.063036 0.000 0.008 -0.010
H 4.114117 0.728305 3.863105 -0.006 -0.008 0.015
H 2.573796 1.450192 4.192512 0.011 0.020 -0.017
O -0.324227 1.618461 -0.042027 -0.082 -0.021 0.017
S -0.814230 1.879773 -1.524406 0.058 0.028 0.047
C 0.699771 2.300735 -2.400511 -0.060 -0.003 -0.028
C 1.023748 3.728352 -1.984951 0.019 -0.023 0.062
C -0.297796 4.483531 -2.084274 -0.015 -0.014 -0.041
C -1.370192 3.607875 -1.423433 -0.024 -0.029 0.006
H 0.431952 2.220181 -3.457953 0.019 -0.006 -0.006
H 1.429743 1.526636 -2.176694 0.008 -0.009 0.021
H 1.793329 4.151923 -2.628027 -0.016 0.007 -0.018
H 1.398904 3.741408 -0.959595 0.018 0.008 -0.009
H -0.555339 4.646268 -3.131381 0.008 0.009 0.003
H -0.260188 5.457817 -1.601079 0.003 -0.001 0.009
H -2.349255 3.666340 -1.895764 0.002 0.014 0.006
H -1.482151 3.787623 -0.353922 0.020 0.004 0.002
```
Forces are in eV/Å.

Summary:
**Calculated total energy**: -50099.9764 eV
**Total charge**: +2
**Relative energy (zero: lowest compared OMol25 entry of this formula, charge and spin)**: 24.05 kcal per mole
**Frontier orbital gap (alpha / beta)**: 6.707 / 6.905 eV
**LUMO energy (alpha / beta)**: -8.0 / -7.9 eV
**2S+1**: 2
**HOMO (alpha / beta)**: -14.7 / -14.8 eV

***

(2)
The following is a quantum chemistry calculation of a cluster of 2 separate species, C11H22NO6S in total at a distorted geometry, from OMol25.

```
41
Properties=species:S:1:pos:R:3:forces:R:3
O -2.302191 -1.045512 3.444533 -0.101 -0.083 -0.297
S -2.214172 0.284290 3.957876 0.279 0.032 0.440
O -1.870903 0.526033 5.315511 -0.083 0.054 -0.134
O -3.623312 0.998473 3.738049 0.189 0.259 0.084
C -1.098538 1.249518 2.907621 -0.173 -0.267 0.200
C -0.355045 0.356414 1.922839 -0.013 -0.043 -0.238
C 0.400233 1.094941 0.801833 0.264 0.036 0.279
C -0.164766 2.424515 0.309770 0.003 -0.097 -0.014
C -1.513089 2.374109 -0.483228 0.045 -0.397 0.089
C -1.080645 2.347683 -1.905426 -0.181 0.246 0.354
N -1.145596 1.173322 -2.403368 0.296 -0.065 -0.280
C -1.743454 0.165595 -1.507581 -0.853 0.312 0.464
C -2.377476 1.091903 -0.461110 -0.239 0.256 0.036
H -3.978436 0.746921 2.879288 -0.278 -0.228 -0.097
H -1.712783 2.021429 2.448854 0.011 0.042 -0.079
H -0.433566 1.719184 3.627790 0.084 0.171 -0.064
H 0.361854 -0.234134 2.489706 0.059 -0.087 -0.038
H -1.038219 -0.376666 1.497430 -0.091 0.019 0.063
H 1.405189 1.314795 1.164718 0.037 0.081 -0.016
H 0.560327 0.420591 -0.040463 0.059 -0.089 0.026
H 0.595941 2.855463 -0.347510 0.037 0.114 0.032
H -0.248625 3.131205 1.132119 -0.161 0.027 0.035
H -2.116878 3.237109 -0.219713 0.066 0.211 -0.229
H -0.685445 3.204513 -2.434744 0.113 -0.124 -0.240
H -0.820245 0.939219 -3.334211 0.095 0.025 -0.010
H -1.006672 -0.513826 -1.093946 0.230 -0.054 -0.266
H -2.512729 -0.369237 -2.055458 0.147 -0.256 -0.084
H -2.554168 0.651276 0.512665 0.326 -0.135 0.010
H -3.360510 1.389350 -0.829899 -0.050 -0.044 -0.045
C 2.550170 -3.385615 0.432686 -0.023 -0.036 0.129
O 3.240491 -3.648573 -0.790583 -0.012 -0.008 0.014
C 3.042920 -2.760252 -1.754460 0.103 -0.096 0.025
O 2.343294 -1.776818 -1.677959 -0.193 0.154 -0.005
O 3.746251 -3.132874 -2.813988 -0.003 0.001 -0.023
C 3.647190 -2.267821 -3.947194 0.048 0.030 -0.125
H 2.816553 -4.193639 1.105731 0.036 -0.028 -0.044
H 2.869760 -2.434745 0.855496 -0.025 0.032 -0.034
H 1.473365 -3.382357 0.272288 -0.004 0.042 -0.022
H 4.011371 -1.272057 -3.702023 -0.042 0.015 0.030
H 2.618489 -2.214702 -4.299072 -0.019 0.027 0.035
H 4.274067 -2.709025 -4.714866 0.016 -0.049 0.039
```
Forces are in eV/Å.

Summary:
**Calculated total energy**: -36367.0081 eV
**Total charge**: +1
**Relative energy (zero: lowest compared OMol25 entry of this formula, charge and spin)**: 0.49 kcal per mole
**Frontier orbital gap**: 9.025 eV
**LUMO energy**: -4.4 eV
**2S+1**: 1
**HOMO**: -13.5 eV

***

(3)
The following is a quantum chemistry calculation of a structure of composition C11H22ORhS4 at a distorted geometry, from OMol25.

```
39
Properties=species:S:1:pos:R:3:forces:R:3
Rh 0.210745 0.000392 0.365534 -0.616 0.438 -0.716
C -2.465255 1.934830 0.563065 -0.073 -0.067 -0.010
C -1.283380 2.773895 1.022399 -0.096 0.064 0.038
S 0.133803 2.383075 -0.030301 0.189 -0.013 0.203
C 1.544901 2.826202 1.011546 0.127 0.069 -0.031
C 2.741706 2.030301 0.507488 0.060 -0.080 0.047
S 2.566110 0.209790 0.618605 -0.430 -0.112 -0.008
C 2.799910 -0.063152 2.428945 0.002 -0.099 -0.116
C 1.632171 -0.802068 3.068681 0.026 -0.032 -0.248
S 0.168927 0.241129 2.938860 0.002 0.195 0.819
C -1.208119 -0.911250 3.030872 -0.082 -0.024 -0.168
C -2.417048 -0.232134 2.399890 -0.003 -0.107 -0.168
S -2.198343 0.124376 0.600188 0.399 0.008 0.061
H -2.719680 2.148079 -0.476173 0.011 0.030 0.006
H -3.346843 2.148277 1.167920 -0.018 0.006 -0.040
H -1.021626 2.558508 2.058518 0.011 -0.008 0.001
H -1.527956 3.833461 0.935825 -0.038 -0.022 -0.015
H 1.305613 2.573603 2.044657 0.001 0.015 0.013
H 1.752812 3.895064 0.949672 0.030 -0.022 -0.047
H 3.649791 2.313153 1.040314 0.012 -0.016 -0.022
H 2.909957 2.208918 -0.555675 0.020 0.062 0.011
H 2.972140 0.908500 2.893108 -0.005 -0.003 0.017
H 3.707314 -0.656294 2.532354 0.028 0.048 0.025
H 1.842605 -1.039895 4.111028 0.091 0.055 -0.009
H 1.440945 -1.717111 2.507260 -0.021 -0.050 0.104
H -1.417523 -1.190433 4.063591 -0.093 0.064 -0.010
H -0.945788 -1.801306 2.458516 0.032 -0.045 0.086
H -2.646580 0.712645 2.893272 -0.007 -0.006 0.019
H -3.289384 -0.879053 2.479400 -0.024 0.038 0.019
C 0.628931 -4.150345 0.093049 0.148 0.134 -0.167
O 0.835699 -2.738833 0.344266 -0.217 0.003 0.272
C 0.138317 -1.777194 -0.252607 0.881 -0.544 -0.154
C -0.530029 -2.179489 -1.532766 -0.459 0.057 0.270
H 1.090940 -4.454079 -0.844237 -0.014 0.035 -0.032
H -0.433720 -4.379670 0.084982 0.020 -0.064 0.043
H 1.114484 -4.653344 0.922437 0.001 -0.035 -0.012
H -0.961046 -3.181269 -1.533622 0.017 -0.005 -0.005
H 0.257392 -2.144209 -2.290587 -0.005 -0.014 -0.040
H -1.299991 -1.464671 -1.811373 0.091 0.047 -0.034
```
Forces are in eV/Å.

Summary:
**Calculated total energy**: -60154.3329 eV
**Total charge**: +1
**Relative energy (zero: lowest compared OMol25 entry of this formula, charge and spin)**: 5.99 kcal per mole
**Frontier orbital gap (alpha / beta)**: 7.506 / 7.507 eV
**LUMO energy (alpha / beta)**: -2.3 / -2.3 eV
**2S+1**: 1
**HOMO (alpha / beta)**: -9.8 / -9.8 eV